{
  "formula": "C7H14Cl5N3PPtSi",
  "method": "ωB97M-V with the def2-TZVPD basis set",
  "lumo_energy_ev": [-9.800, -13.524],
  "charge": 3,
  "homo_lumo_gap_ha": [0.3190, 0.2065],
  "homo_ev": [-18.480, -19.143],
  "e_above_lowest_ev": 0.205,
  "multiplicity": 5,
  "symbols": ["Pt", "Cl", "C", "Cl", "H", "H", "Cl", "Si", "Cl", "Cl", "C", "N", "C", "N", "C", "N", "C", "P", "C", "C", "H", "H", "H", "H", "H", "H", "H", "H", "H", "H", "H", "H"],
  "positions_angstrom": [[-0.188, 0.256, 0.025], [-0.446, -2.057, -1.030], [1.227, -1.999, -1.683], [1.992, -0.507, -1.030], [1.181, -1.924, -2.764], [1.778, -2.861, -1.326], [-0.125, 3.052, -2.502], [-1.325, 2.086, -1.271], [-3.079, 1.516, -1.978], [-1.434, 2.951, 0.609], [-0.747, -1.189, 5.155], [0.650, -1.137, 4.649], [1.452, -0.050, 5.217], [0.724, 1.099, 4.679], [-0.676, 1.166, 5.158], [-1.438, 0.011, 4.697], [-1.669, 0.025, 3.263], [-0.021, 0.022, 2.372], [0.826, -1.417, 3.248], [0.905, 1.377, 3.274], [-0.716, -1.211, 6.242], [-1.227, -2.091, 4.782], [2.482, -0.088, 4.872], [1.401, -0.069, 6.302], [-1.129, 2.088, 4.799], [-0.662, 1.177, 6.247], [-2.214, 0.922, 2.967], [-2.249, -0.843, 2.947], [1.879, -1.466, 2.975], [0.315, -2.343, 2.978], [0.451, 2.334, 3.011], [1.957, 1.387, 2.989]]
}

=====

{
  "formula": "C27H48N4O7",
  "method": "ωB97M-V with the def2-TZVPD basis set",
  "lumo_energy_ev": -0.365,
  "charge": 0,
  "homo_lumo_gap_ha": 0.2931,
  "homo_ev": -8.342,
  "e_above_lowest_ev": 1.244,
  "smiles": "COCc1cnc2c(CCCC(=O)O)ccc(C)c2n1.COCCNCCOC.COCCNCCOC",
  "symbols": ["C", "O", "C", "C", "C", "N", "C", "C", "C", "C", "C", "C", "O", "O", "C", "C", "C", "C", "C", "N", "H", "H", "H", "H", "H", "H", "H", "H", "H", "H", "H", "H", "H", "H", "H", "H", "H", "H", "C", "O", "C", "C", "N", "C", "C", "O", "C", "H", "H", "H", "H", "H", "H", "H", "H", "H", "H", "H", "H", "H", "H", "H", "C", "O", "C", "C", "N", "C", "C", "O", "C", "H", "H", "H", "H", "H", "H", "H", "H", "H", "H", "H", "H", "H", "H", "H"],
  "positions_angstrom": [[-1.058, -4.889, -2.742], [-0.512, -3.664, -2.221], [-0.116, -2.772, -3.266], [-1.330, -1.842, -3.663], [-1.773, -0.788, -2.701], [-2.778, 0.103, -2.907], [-3.377, -0.131, -4.144], [-4.550, 0.742, -4.518], [-5.034, 1.833, -3.499], [-6.461, 1.560, -2.863], [-6.822, 0.028, -2.648], [-8.061, -0.405, -3.532], [-9.154, -0.521, -3.026], [-7.965, -0.647, -4.911], [-5.268, 0.628, -5.777], [-4.839, -0.426, -6.750], [-3.714, -1.305, -6.401], [-3.368, -2.418, -7.472], [-2.962, -1.172, -5.105], [-1.917, -2.063, -4.869], [-0.433, -5.783, -2.451], [-1.131, -4.904, -3.865], [-2.088, -5.062, -2.309], [0.714, -2.093, -2.903], [0.256, -3.298, -4.191], [-1.204, -0.707, -1.717], [-4.250, 2.072, -2.722], [-5.132, 2.790, -4.102], [-7.252, 2.029, -3.514], [-6.480, 2.057, -1.856], [-5.957, -0.680, -2.730], [-7.199, -0.067, -1.586], [-7.945, -1.605, -5.098], [-6.128, 1.321, -5.948], [-5.396, -0.537, -7.713], [-3.393, -3.393, -6.899], [-4.136, -2.452, -8.296], [-2.332, -2.248, -7.867], [1.340, 1.071, 4.780], [-0.010, 0.639, 4.773], [-0.954, 1.702, 4.878], [-1.694, 1.909, 3.561], [-0.813, 2.470, 2.539], [-1.367, 2.432, 1.185], [-1.696, 1.061, 0.582], [-0.555, 0.257, 0.302], [-0.048, -0.462, 1.416], [1.974, 0.192, 4.900], [1.604, 1.556, 3.836], [1.534, 1.753, 5.614], [-0.490, 2.630, 5.228], [-1.684, 1.395, 5.634], [-2.534, 2.590, 3.723], [-2.095, 0.936, 3.256], [0.058, 1.953, 2.539], [-0.635, 2.917, 0.533], [-2.267, 3.056, 1.160], [-2.170, 1.244, -0.388], [-2.431, 0.501, 1.171], [-0.836, -0.769, 2.108], [0.711, 0.128, 1.934], [0.445, -1.360, 1.039], [7.580, 3.171, 3.629], [8.039, 2.045, 2.902], [8.929, 1.210, 3.640], [8.264, -0.113, 4.003], [7.221, 0.074, 5.010], [6.357, -1.093, 5.200], [5.536, -1.580, 4.000], [4.503, -0.690, 3.599], [4.926, 0.368, 2.755], [7.081, 3.842, 2.928], [6.856, 2.880, 4.396], [8.411, 3.711, 4.091], [9.327, 1.716, 4.525], [9.773, 0.995, 2.977], [9.020, -0.801, 4.394], [7.858, -0.540, 3.079], [6.641, 0.857, 4.738], [5.658, -0.838, 6.002], [6.968, -1.922, 5.573], [5.026, -2.496, 4.314], [6.158, -1.864, 3.145], [5.745, 0.073, 2.095], [5.207, 1.239, 3.351], [4.077, 0.663, 2.136]]
}

=====

{
  "formula": "C36H35N8SV",
  "method": "ωB97M-V with the def2-TZVPD basis set",
  "lumo_energy_ev": [-4.610, -3.960],
  "charge": 1,
  "homo_lumo_gap_ha": [0.1905, 0.2144],
  "homo_ev": [-9.793, -9.793],
  "e_above_lowest_ev": 0.246,
  "multiplicity": 2,
  "symbols": ["V", "C", "C", "C", "C", "C", "C", "C", "C", "C", "C", "H", "H", "H", "H", "H", "H", "H", "H", "H", "H", "H", "H", "H", "H", "H", "C", "C", "N", "C", "C", "C", "C", "C", "C", "C", "N", "C", "C", "C", "C", "C", "C", "C", "C", "N", "C", "H", "H", "H", "H", "H", "H", "H", "H", "H", "H", "H", "H", "N", "C", "N", "C", "N", "C", "C", "C", "C", "N", "C", "S", "N", "C", "H", "H", "H", "H", "H", "H", "H", "H"],
  "positions_angstrom": [[12.156, 9.285, 10.729], [13.836, 7.802, 11.044], [13.409, 7.792, 9.678], [12.045, 7.296, 9.748], [11.634, 7.103, 11.096], [12.778, 7.429, 11.904], [12.887, 7.348, 13.429], [10.339, 6.620, 11.731], [11.158, 7.126, 8.570], [14.307, 7.796, 8.427], [15.170, 8.182, 11.525], [13.599, 8.055, 13.762], [13.076, 6.355, 13.825], [11.873, 7.595, 13.814], [9.397, 7.080, 11.376], [10.417, 6.816, 12.809], [10.313, 5.514, 11.657], [11.374, 6.216, 8.080], [11.308, 7.951, 7.844], [10.065, 7.123, 8.871], [13.677, 7.666, 7.572], [15.029, 7.010, 8.518], [14.858, 8.711, 8.280], [15.726, 8.390, 10.649], [15.627, 7.346, 12.015], [15.197, 9.016, 12.208], [7.708, 9.860, 10.379], [9.075, 9.725, 10.032], [10.019, 9.727, 10.956], [9.619, 9.774, 12.260], [8.273, 9.745, 12.662], [7.306, 9.751, 11.653], [7.905, 9.909, 14.009], [8.929, 9.978, 14.945], [10.284, 9.999, 14.534], [10.693, 9.899, 13.212], [11.943, 9.987, 12.612], [13.035, 10.735, 13.040], [13.397, 11.116, 14.313], [14.566, 11.873, 14.554], [15.345, 12.352, 13.542], [15.027, 11.920, 12.206], [15.744, 12.361, 11.048], [15.414, 11.899, 9.821], [14.327, 11.033, 9.700], [13.644, 10.611, 10.748], [13.943, 11.075, 11.995], [7.042, 9.830, 9.490], [9.353, 9.685, 8.998], [6.263, 9.828, 11.938], [6.879, 9.816, 14.339], [8.690, 9.947, 16.006], [11.040, 10.069, 15.328], [12.793, 10.952, 15.187], [14.827, 12.085, 15.598], [16.196, 13.020, 13.675], [16.589, 12.985, 11.212], [16.021, 12.056, 8.902], [14.038, 10.612, 8.746], [11.828, 10.019, 8.819], [11.615, 10.688, 7.871], [11.292, 11.457, 6.911], [11.835, 11.403, 5.712], [12.336, 11.474, 4.671], [13.500, 14.220, 4.204], [14.478, 14.076, 5.241], [14.790, 15.074, 6.149], [15.895, 14.844, 6.948], [16.561, 13.710, 6.984], [16.184, 12.679, 6.176], [16.767, 11.087, 6.360], [15.222, 12.953, 5.250], [16.371, 15.830, 7.924], [13.776, 15.106, 3.612], [12.461, 14.234, 4.547], [13.502, 13.330, 3.535], [14.158, 15.969, 6.092], [14.926, 12.140, 4.700], [16.670, 16.743, 7.398], [17.220, 15.525, 8.527], [15.461, 16.116, 8.597]]
}